The following is a quantum chemistry calculation of C20H29N3O5S in the gas phase, from the Open Molecules 2025 dataset.

Each line ends with the Mulliken charge.
Cartesian coordinates (Å):
C: 6.257 2.185 -0.785  -1.54
C: 5.957 0.727 -0.621  1.11
C: 6.429 -0.192 -1.550  -0.77
C: 6.153 -1.542 -1.433  -0.59
C: 5.394 -1.999 -0.370  -0.81
C: 4.919 -1.100 0.567  -0.46
C: 5.196 0.258 0.454  0.96
C: 4.623 1.198 1.453  -1.55
H: 5.239 2.072 1.646  0.57
H: 4.347 0.710 2.383  0.55
S: 3.046 1.836 0.810  1.44
O: 3.053 1.970 -0.618  -0.66
O: 2.610 2.960 1.586  -0.71
C: 1.906 0.485 1.184  0.30
N: 2.094 -0.531 1.957  -0.12
N: 0.961 -1.261 1.931  -0.80
C: 0.135 -0.648 1.144  -0.33
O: 0.684 0.477 0.631  -0.23
C: -1.243 -1.066 0.767  0.64
N: -1.854 -0.089 -0.093  0.03
C: -2.960 0.607 0.289  0.67
O: -3.559 0.384 1.314  -0.66
O: -3.258 1.515 -0.644  -0.51
C: -4.413 2.380 -0.488  1.67
C: -4.264 3.238 0.767  -1.61
H: -5.085 3.947 0.824  0.47
H: -4.276 2.612 1.655  0.34
H: -3.325 3.786 0.735  0.37
C: -5.692 1.544 -0.437  -1.64
H: -6.556 2.202 -0.408  0.46
H: -5.695 0.917 0.451  0.34
H: -5.760 0.909 -1.317  0.37
C: -4.390 3.253 -1.743  -1.72
H: -5.224 3.948 -1.725  0.42
H: -4.463 2.632 -2.632  0.40
H: -3.461 3.814 -1.788  0.40
H: -1.377 0.201 -0.932  0.30
H: -1.857 -1.103 1.676  0.52
C: -1.194 -2.464 0.126  -1.52
H: -0.561 -2.419 -0.764  0.45
C: -2.578 -2.994 -0.266  1.02
C: -2.416 -4.343 -0.965  -1.67
H: -1.979 -5.069 -0.284  0.35
H: -1.770 -4.255 -1.835  0.40
H: -3.382 -4.718 -1.293  0.42
C: -3.496 -3.130 0.945  -1.43
H: -4.421 -3.624 0.655  0.44
H: -3.753 -2.158 1.356  0.27
H: -3.019 -3.725 1.720  0.30
H: -3.032 -2.288 -0.970  0.19
H: -0.724 -3.140 0.842  0.48
H: 4.323 -1.448 1.398  0.48
H: 5.171 -3.051 -0.269  0.41
H: 6.529 -2.235 -2.170  0.39
H: 7.020 0.160 -2.384  0.34
H: 6.796 2.574 0.079  0.34
H: 5.329 2.743 -0.895  0.29
H: 6.867 2.349 -1.669  0.40

Output
HOMO-LUMO gap   9.88 eV
SMILES   Cc1ccccc1CS(=O)(=O)c1nnc([C@H](CC(C)C)NC(=O)OC(C)(C)C)o1
Electronic energy   -46753.686 eV
HOMO energy   -0.340 Ha
Energy relative to the best compared isomer or geometry (same formula, charge and spin)   2.138 eV



The following is a quantum chemistry calculation of a molecular structure, C6H8Br3Cl2F3O2, from the Open Molecules 2025 dataset.

Each line ends with the Mulliken charge.
Cartesian coordinates (Å):
C: 10.088 -8.394 14.079  -1.08
C: 9.514 -7.522 12.990  -0.23
O: 9.240 -8.269 11.766  -0.27
C: 9.706 -7.822 10.600  0.35
O: 10.290 -6.801 10.389  -0.53
C: 9.555 -8.889 9.551  0.96
F: 10.755 -9.523 9.591  -0.26
F: 8.585 -9.799 9.752  -0.25
F: 9.294 -8.360 8.362  -0.22
H: 11.124 -8.765 13.843  0.30
H: 9.364 -9.175 14.305  0.30
H: 10.186 -7.815 15.041  0.34
H: 10.264 -6.753 12.777  0.31
H: 8.582 -7.092 13.319  0.29
C: 7.907 -8.390 3.521  -0.34
Br: 7.286 -6.939 4.638  0.00
Br: 6.704 -8.802 2.146  -0.01
Br: 8.354 -9.975 4.537  0.00
H: 8.797 -8.037 3.067  0.36
C: 4.015 -7.956 4.903  -0.13
Cl: 4.061 -6.502 5.932  -0.16
Cl: 4.614 -9.266 5.850  -0.09
H: 2.956 -8.045 4.689  0.31
H: 4.648 -7.815 4.029  0.06

Output
HOMO-LUMO gap   10.40 eV
Electronic energy   -253771.087 eV
HOMO energy   -0.378 Ha



The following is a quantum chemistry calculation of 3 unconnected molecules or ions with the total composition C3H11NO2, from the Open Molecules 2025 dataset.

Each line ends with the Mulliken charge.
Cartesian coordinates (Å):
C: 0.026 -1.346 -1.805  -0.96
C: 0.519 -1.313 -0.364  -0.53
C: -0.388 -1.206 0.698  0.00
N: -0.018 -1.131 2.036  -0.54
H: -1.070 -1.260 -2.085  0.30
H: 0.384 -0.464 -2.413  0.25
H: 0.554 -2.120 -2.392  0.35
H: 1.699 -1.311 -0.354  0.29
H: -1.282 -1.669 0.676  0.43
H: -0.635 -0.865 2.768  0.23
H: 0.903 -0.626 2.104  0.23
H: -0.476 2.451 0.426  0.34
H: -2.018 2.267 -0.070  0.30
O: -1.418 2.041 0.613  -0.65
H: 0.660 1.197 -0.652  0.31
H: 2.116 1.560 -0.737  0.36
O: 1.211 1.952 -0.951  -0.70

Output
HOMO-LUMO gap   8.67 eV
SMILES   C/C=C/N.O.O
Electronic energy   -8872.627 eV
HOMO energy   -0.289 Ha
Energy relative to the best compared isomer or geometry (same formula, charge and spin)   1.863 eV



The following is a quantum chemistry calculation of a molecular structure, C4H10FO3PSi, from the Open Molecules 2025 dataset.

Each line ends with the Mulliken charge.
Cartesian coordinates (Å):
C: -0.045 -0.607 1.721  -1.65
C: -0.578 -1.073 -1.099  -1.35
C: 0.071 1.806 0.174  -1.50
C: 1.808 0.274 -1.939  -0.27
O: 4.203 0.795 -0.547  -0.78
O: 3.887 -1.562 -1.516  -0.81
O: 2.341 -0.820 0.278  -0.51
F: 1.948 1.521 -2.601  -0.36
Si: 0.723 -0.094 -0.078  0.93
P: 3.315 -0.299 -0.985  0.77
H: 0.406 -0.222 2.612  0.34
H: -1.064 -0.383 1.743  0.47
H: 0.066 -1.675 1.593  0.32
H: -0.681 -2.029 -0.649  0.36
H: -1.484 -0.651 -0.868  0.41
H: -0.280 -1.240 -2.123  0.31
H: 0.930 2.328 0.605  0.28
H: -0.384 2.248 -0.682  0.37
H: -0.591 1.846 0.926  0.55
H: 1.452 -0.554 -2.727  0.12

Output
Net charge   -2
HOMO-LUMO gap   6.05 eV
Electronic energy   -30337.965 eV
HOMO energy   0.019 Ha
Energy relative to the best compared isomer or geometry (same formula, charge and spin)   0.785 eV



The following is a quantum chemistry calculation of 4 unconnected molecules or ions with the total composition H6O2S2, from the Open Molecules 2025 dataset.

Each line ends with the Mulliken charge.
Cartesian coordinates (Å):
S: 1.078 0.834 -1.418  -0.31
S: -1.285 -0.949 1.569  -0.21
H: 1.981 0.759 -2.380  0.19
H: -2.491 -0.834 2.141  0.19
H: -1.142 0.567 -1.675  0.28
H: -1.618 0.220 -0.367  0.23
O: -1.977 0.329 -1.251  -0.45
H: 2.292 -0.038 0.577  0.30
H: 1.117 -0.550 1.355  0.27
O: 2.044 -0.337 1.448  -0.50

Output
HOMO-LUMO gap   3.48 eV
Electronic energy   -25856.972 eV
HOMO energy   -0.348 Ha
Energy relative to the best compared isomer or geometry (same formula, charge and spin)   5.814 eV



The following is a quantum chemistry calculation of 2 unconnected molecules or ions with the total composition C3H8N3O2, from the Open Molecules 2025 dataset.

Each line ends with the Mulliken charge.
Cartesian coordinates (Å):
C: -0.235 -0.668 -1.311  -1.32
C: 0.914 0.551 0.694  -1.17
C: -0.486 0.173 -0.067  0.52
N: -5.522 -0.599 -1.037  0.48
N: -1.387 -0.421 0.845  0.26
N: -2.631 -0.276 0.828  -0.26
O: -5.171 -0.006 -0.187  0.19
O: -3.206 0.355 -0.044  -0.43
H: -0.003 -1.739 -1.284  0.35
H: -1.112 -0.741 -1.976  0.37
H: 0.591 -0.125 -1.794  0.36
H: 0.501 0.582 1.699  0.39
H: 1.338 1.510 0.397  0.32
H: 1.651 -0.206 0.334  0.32
H: -1.099 1.159 -0.195  0.27
H: -1.088 -0.980 1.712  0.35

Output
Net charge   +1
HOMO-LUMO gap (alpha / beta)   7.85 / 6.69 eV
Electronic energy   -11792.471 eV
HOMO energy (alpha / beta)   -0.534 / -0.507 Ha
Energy relative to the best compared isomer or geometry (same formula, charge and spin)   7.032 eV